(1)
15
Properties=species:S:1:pos:R:3:forces:R:3:lowdin_charge:R:1 method="wB97M-V/def2-TZVPD" lumo_energy_ev=0.2 de_lowest_kj_mol=138.0 orbital_gap_ev=10.456 smiles=O.O.O.O.S
O 0.193 -0.694 4.053 0.83 -2.77 3.41 -0.02
H -0.187 -1.588 3.936 0.48 0.13 0.81 0.05
H -0.116 -0.396 3.273 -1.34 2.60 -4.29 -0.06
O 0.083 -1.029 -0.905 -0.31 -1.11 -0.21 -0.09
H 0.155 -0.448 -1.662 -0.01 -0.04 -0.28 -0.09
H 0.348 -0.446 -0.207 0.32 0.48 0.60 -0.01
O -1.322 -2.624 1.616 1.18 -0.57 -0.60 -0.08
H -0.573 -3.207 1.304 -1.27 1.05 0.41 0.07
H -1.471 -2.014 0.874 0.20 -0.42 0.12 0.01
O -0.609 1.365 0.190 -0.67 0.01 0.42 -0.08
H -1.282 0.787 0.573 0.33 -0.26 0.37 0.05
H -1.195 1.841 -0.398 0.14 0.64 -0.54 0.04
S 0.903 1.542 -2.622 0.89 3.14 1.09 0.50
H 1.180 2.852 -1.926 -0.68 -2.68 -1.19 -0.07
H 1.936 1.808 -3.434 -0.09 -0.20 -0.13 -0.22

(2)
91
Properties=species:S:1:pos:R:3:forces:R:3:lowdin_charge:R:1 method="wB97M-V/def2-TZVPD" lumo_energy_ev=0.7 orbital_gap_ev=9.075 smiles="CCP(C)OC(=O)OC[C@@H](C)Br.C1CCOC1.C1CCOC1.C1CCOC1.C1CCOC1.C1CCOC1"
C -3.738 -1.052 -3.108 0.50 0.13 -0.72 -0.16
C -3.483 0.396 -3.586 0.33 -0.89 1.01 -0.39
P -3.122 1.677 -2.302 -0.85 1.68 -0.82 0.97
C -3.571 0.973 -0.647 0.40 -0.20 -0.90 -0.25
O -1.411 1.874 -2.305 -1.23 0.16 0.63 -0.19
C -0.749 0.843 -1.822 1.21 1.37 1.24 -0.73
O -0.878 -0.270 -2.157 -0.47 -2.96 -1.05 0.16
O 0.135 1.203 -0.860 0.37 0.55 -0.76 0.02
C 1.428 0.627 -1.128 0.80 0.13 0.72 -0.22
C 2.480 1.482 -0.416 -1.24 -0.24 -0.06 -0.70
C 2.050 1.801 0.996 0.97 -0.27 0.06 -0.12
Br 4.135 0.454 -0.413 0.01 0.15 -0.10 0.75
H -3.424 -1.250 -2.093 -0.03 0.05 0.22 0.05
H -3.153 -1.707 -3.738 0.13 -0.31 -0.06 0.05
H -4.758 -1.365 -3.269 -0.39 0.04 0.22 0.06
H -4.330 0.739 -4.163 -0.24 0.37 -0.02 0.06
H -2.633 0.401 -4.262 0.18 0.17 -0.05 0.07
H -4.091 1.753 -0.114 0.14 0.31 0.32 0.02
H -4.287 0.178 -0.816 -0.05 -0.31 0.04 0.03
H -2.718 0.591 -0.093 0.02 -0.09 0.21 0.03
H 1.644 0.671 -2.186 -0.16 -0.24 -0.38 0.13
H 1.509 -0.391 -0.765 -0.36 -0.29 -0.01 0.10
H 2.617 2.360 -1.025 0.55 0.38 0.03 0.07
H 1.945 0.880 1.556 -0.31 -0.19 0.19 0.07
H 2.845 2.352 1.488 -0.03 0.32 0.14 0.08
H 1.127 2.357 0.999 -0.23 0.18 0.04 0.08
C -2.185 -0.086 3.463 0.00 -0.01 -0.19 -0.16
C -1.484 -1.349 3.949 -0.03 -0.02 0.15 -0.17
C -0.022 -1.008 3.698 0.09 0.05 -0.16 -0.20
O 0.099 0.410 3.848 -0.13 -0.09 -0.05 -0.15
C -1.209 0.996 3.894 0.05 0.05 0.24 -0.20
H -3.182 0.053 3.880 0.02 0.02 0.02 0.11
H -2.271 -0.104 2.373 -0.01 0.00 0.01 0.10
H -1.659 -1.484 5.019 0.01 -0.01 -0.01 0.11
H -1.802 -2.255 3.435 0.02 0.01 -0.02 0.11
H 0.277 -1.271 2.677 -0.01 -0.09 0.01 0.11
H 0.653 -1.504 4.395 0.05 0.06 -0.01 0.12
H -1.401 1.318 4.922 -0.12 0.06 -0.04 0.10
H -1.238 1.873 3.245 0.09 0.01 0.00 0.12
C 3.062 -3.398 -1.203 0.15 0.12 -0.11 -0.18
C 3.730 -4.766 -1.143 -0.13 -0.13 0.02 -0.17
C 4.257 -4.788 0.285 0.11 0.13 0.05 -0.21
O 3.355 -3.998 1.066 0.02 -0.02 -0.15 -0.14
C 2.483 -3.272 0.195 -0.19 -0.12 0.11 -0.21
H 2.307 -3.312 -1.984 -0.01 0.00 0.02 0.11
H 3.814 -2.623 -1.367 -0.04 0.02 0.00 0.09
H 2.984 -5.552 -1.281 0.03 -0.01 0.00 0.11
H 4.514 -4.908 -1.887 0.02 0.02 0.02 0.11
H 5.251 -4.334 0.349 0.03 -0.06 -0.05 0.12
H 4.310 -5.795 0.701 -0.03 0.03 0.07 0.11
H 1.487 -3.725 0.256 -0.03 0.06 -0.06 0.12
H 2.414 -2.236 0.528 0.07 -0.02 0.09 0.09
C -0.305 4.645 7.434 -0.06 0.18 0.01 -0.17
C -0.855 3.714 8.504 0.12 -0.16 0.02 -0.17
C -2.225 3.371 7.941 -0.19 0.09 -0.05 -0.21
O -2.108 3.412 6.515 0.21 0.10 0.12 -0.15
C -0.857 4.019 6.163 0.03 -0.21 -0.07 -0.21
H 0.782 4.718 7.432 0.00 -0.02 -0.02 0.11
H -0.714 5.650 7.567 0.02 0.00 -0.01 0.11
H -0.239 2.813 8.567 -0.01 0.01 0.01 0.11
H -0.905 4.162 9.496 -0.02 0.01 -0.01 0.11
H -2.975 4.111 8.243 0.00 -0.02 0.08 0.12
H -2.571 2.383 8.247 -0.03 -0.01 -0.07 0.12
H -0.191 3.235 5.787 0.06 0.06 -0.03 0.11
H -1.016 4.749 5.368 -0.09 -0.04 -0.02 0.12
C 5.928 4.043 -3.709 -0.11 0.06 -0.15 -0.17
C 5.721 5.293 -2.862 0.11 -0.02 0.13 -0.17
C 4.276 5.130 -2.413 -0.13 0.02 -0.12 -0.20
O 4.035 3.722 -2.324 0.08 0.05 -0.07 -0.17
C 5.115 3.011 -2.942 0.12 -0.04 0.13 -0.22
H 6.972 3.757 -3.825 0.00 -0.01 0.03 0.11
H 5.502 4.193 -4.705 0.02 -0.01 0.00 0.11
H 6.388 5.271 -1.997 -0.01 0.02 0.00 0.11
H 5.894 6.224 -3.401 -0.03 -0.01 -0.01 0.11
H 3.581 5.550 -3.147 0.03 0.07 0.01 0.12
H 4.079 5.593 -1.445 -0.04 -0.07 0.02 0.12
H 5.710 2.542 -2.153 0.03 -0.05 -0.05 0.09
H 4.713 2.227 -3.584 -0.08 0.00 0.05 0.12
C -4.284 -6.160 -4.560 -0.12 -0.02 0.12 -0.17
C -4.962 -5.736 -5.857 0.10 -0.03 -0.13 -0.17
C -5.177 -4.248 -5.622 -0.08 0.07 0.12 -0.20
O -4.108 -3.809 -4.778 -0.07 -0.23 -0.08 -0.16
C -3.417 -4.948 -4.253 0.14 0.06 -0.10 -0.20
H -3.709 -7.081 -4.645 0.02 0.02 -0.01 0.11
H -5.032 -6.296 -3.776 0.02 -0.01 0.01 0.11
H -4.284 -5.889 -6.700 -0.02 0.01 -0.01 0.11
H -5.888 -6.271 -6.065 -0.01 0.02 0.02 0.11
H -6.123 -4.061 -5.102 -0.04 -0.03 -0.06 0.12
H -5.170 -3.669 -6.546 0.04 0.05 0.04 0.12
H -2.445 -5.018 -4.753 0.02 -0.06 0.05 0.12
H -3.248 -4.808 -3.185 -0.01 0.09 -0.01 0.12

(3)
17
Properties=species:S:1:pos:R:3:forces:R:3:lowdin_charge:R:1 method="wB97M-V/def2-TZVPD" lumo_energy_ev=0.7 de_lowest_kj_mol=631.9 orbital_gap_ev=9.725 smiles=CC#CC.C#C.C#N
C 0.418 2.357 0.191 0.62 0.05 -0.22 -0.10
C -0.022 0.974 0.011 -1.85 -0.85 0.15 -0.12
C -0.821 0.045 -0.062 0.53 2.44 -0.22 -0.16
C -2.214 -0.331 -0.362 0.05 -0.74 -0.01 -0.10
H -0.450 3.022 0.147 0.02 -0.17 0.17 0.09
H 0.945 2.480 1.137 -0.07 0.10 0.02 0.08
H 1.102 2.655 -0.601 0.09 -0.02 0.02 0.07
H -2.248 -1.015 -1.213 -0.12 -0.01 0.08 0.08
H -2.810 0.550 -0.599 0.15 0.02 0.01 0.08
H -2.677 -0.826 0.495 -0.05 -0.04 -0.08 0.07
C -0.085 -2.071 0.556 1.67 -1.70 -0.15 -0.02
C 1.027 -2.491 0.270 -1.83 -0.11 0.44 0.01
H -1.067 -2.194 0.942 -0.20 0.49 0.03 0.05
H 1.843 -3.142 0.067 0.35 0.28 -0.08 0.06
C 2.226 0.088 -0.314 1.14 -1.02 -0.06 -0.15
N 3.108 0.774 -0.597 -0.46 0.27 0.06 0.08
H 1.725 -0.876 -0.068 -0.05 1.01 -0.14 -0.01

(4)
23
Properties=species:S:1:pos:R:3:forces:R:3:lowdin_charge:R:1 method="wB97M-V/def2-TZVPD" lumo_energy_ev=-9.4 de_lowest_kj_mol=935.9 orbital_gap_ev=4.562 charge=+1
C -0.618 1.800 2.392 -0.45 0.38 -1.00 -0.01
C -0.139 0.782 1.319 -0.08 1.52 0.83 -0.37
C -0.843 -0.597 1.480 0.28 0.02 0.06 -0.11
C -0.471 -1.609 0.469 -1.83 -0.99 -2.22 -0.14
C -0.887 -1.232 -1.869 -0.64 0.29 -1.08 0.00
N -1.384 -1.634 -0.798 1.92 1.06 1.21 0.11
N -0.264 1.340 0.002 1.90 -0.53 0.23 0.25
H -0.878 2.697 1.826 -0.14 0.20 0.20 0.08
H 0.063 2.156 3.168 0.18 -0.71 -0.16 0.10
H -1.562 1.472 2.823 0.15 -0.08 0.25 0.09
H 0.938 0.592 1.420 0.07 -0.27 0.19 0.17
H -0.577 -1.025 2.452 -0.29 0.44 0.09 0.14
H -1.888 -0.282 1.442 -0.14 -0.57 0.17 0.14
H 0.540 -1.501 0.035 0.09 -0.11 0.21 0.11
H -0.639 -2.641 0.780 0.54 0.06 0.66 0.14
H -1.443 -1.362 -2.821 0.31 -0.02 0.48 0.12
H 0.076 -0.663 -1.903 -0.24 -0.68 -0.15 0.07
H 2.947 -1.004 -4.981 0.24 -0.02 -0.23 0.02
H 2.420 -0.946 -4.476 -0.24 0.02 0.24 -0.01
H 0.439 0.909 -0.670 0.12 -1.15 -0.65 0.05
H -0.070 2.342 -0.062 -0.71 0.21 0.45 0.14
H 2.531 0.420 -1.160 0.08 -0.55 -0.14 0.05
O 1.709 -0.016 -0.868 -1.13 1.47 0.34 -0.13

(5)
85
Properties=species:S:1:pos:R:3:forces:R:3:lowdin_charge:R:1 method="wB97M-V/def2-TZVPD" lumo_energy_ev="-10.3 / -10.2" de_lowest_kj_mol=0.0 orbital_gap_ev="5.298 / 6.797" charge=+3
Tl -0.023 0.154 -0.221 0.55 0.07 0.43 0.99
N 0.431 -1.518 -2.200 -0.06 0.09 0.20 -0.04
C 1.299 -0.783 -3.133 0.23 0.10 0.07 -0.23
C 2.590 -0.378 -2.436 0.05 -0.07 -0.13 -0.18
N 2.426 0.592 -1.335 -0.42 -0.10 0.37 -0.21
C 2.390 1.958 -1.884 0.12 0.18 0.00 -0.17
C 1.655 3.007 -1.059 0.03 -0.14 -0.11 -0.21
N 0.219 2.699 -0.974 0.08 -0.16 0.03 -0.02
C 3.473 0.405 -0.305 0.18 0.06 0.03 -0.16
C 3.114 0.748 1.139 -0.04 -0.06 -0.28 -0.21
N 1.983 -0.056 1.623 -0.28 0.13 -0.08 -0.01
H 0.936 -2.295 -1.775 -0.10 0.04 -0.04 0.09
H -0.368 -1.924 -2.679 0.09 -0.11 0.03 0.09
H 0.767 0.100 -3.502 -0.03 -0.07 -0.01 0.11
H 1.579 -1.386 -3.998 -0.08 -0.01 -0.03 0.14
H 3.280 0.014 -3.191 0.04 -0.02 0.05 0.15
H 3.044 -1.285 -2.036 0.03 0.00 0.00 0.13
H 1.903 1.920 -2.862 0.05 -0.04 -0.02 0.12
H 3.413 2.316 -2.050 -0.01 -0.06 -0.06 0.14
H 1.840 3.971 -1.535 -0.04 0.05 0.03 0.14
H 2.054 3.072 -0.052 0.01 0.03 0.09 0.11
H -0.248 2.994 -1.826 0.00 0.05 0.02 0.09
H -0.220 3.185 -0.199 -0.08 -0.01 0.00 0.06
H 4.364 0.987 -0.568 0.00 -0.06 -0.06 0.14
H 3.769 -0.645 -0.314 -0.01 0.02 -0.07 0.12
H 2.857 1.796 1.250 -0.03 0.08 0.06 0.11
H 4.016 0.579 1.730 0.00 0.04 0.04 0.14
H 1.576 0.378 2.449 -0.03 -0.05 -0.09 0.05
H 2.296 -0.979 1.903 0.05 0.07 -0.07 0.07
N 1.752 -3.758 1.134 -0.16 0.26 -0.38 0.07
N 0.685 -4.580 1.551 -0.07 0.03 0.04 0.01
C -0.592 -4.224 1.433 -0.15 -0.12 0.11 -0.37
N -1.513 -5.116 1.771 -0.02 -0.22 -0.09 0.23
N -0.805 -2.954 0.987 -0.14 0.54 -0.45 0.15
N -2.069 -2.517 0.920 -0.47 -0.21 0.62 -0.41
O -3.016 -3.104 1.423 0.03 0.14 -0.25 0.07
O -2.270 -1.399 0.374 0.69 -0.54 -0.23 -0.19
H 2.608 -4.231 1.393 0.08 -0.04 0.04 0.11
H 1.688 -2.895 1.661 0.07 -0.09 0.16 0.05
H 0.912 -5.528 1.796 0.03 -0.06 0.08 0.17
H -1.275 -6.058 2.040 0.10 0.03 -0.03 0.14
H -2.482 -4.858 1.718 -0.11 0.03 0.10 0.10
C -4.702 -0.020 3.979 0.10 0.04 -0.04 -0.04
C -4.007 0.524 2.756 -0.16 -0.15 -0.06 -0.25
O -2.654 0.906 3.132 -0.03 -0.13 0.09 -0.26
P -1.389 1.102 2.210 0.37 0.42 -0.09 0.71
O -0.246 1.215 3.319 0.04 -0.13 -0.10 -0.30
C -0.208 0.497 4.595 -0.06 0.06 0.33 -0.24
C -0.265 1.486 5.736 -0.01 -0.01 -0.15 -0.05
O -1.423 2.588 1.619 -0.18 -0.04 0.11 -0.34
C -1.662 3.755 2.489 -0.06 0.22 0.05 -0.22
C -2.525 4.753 1.754 0.05 -0.12 0.02 -0.05
H -5.740 -0.248 3.737 0.01 0.01 0.00 0.10
H -4.688 0.714 4.784 -0.04 -0.02 0.01 0.09
H -4.222 -0.936 4.321 -0.01 0.01 0.02 0.09
H -4.514 1.412 2.374 0.08 0.07 0.01 0.12
H -3.953 -0.229 1.966 0.09 0.02 0.02 0.08
H 0.730 -0.059 4.612 0.00 0.00 -0.09 0.12
H -1.039 -0.206 4.645 0.01 0.00 -0.09 0.11
H 0.538 2.217 5.649 -0.02 0.00 0.03 0.09
H -0.146 0.954 6.680 -0.01 0.02 -0.01 0.10
H -1.224 2.004 5.750 0.03 0.00 0.02 0.08
H -0.689 4.172 2.742 0.04 -0.08 -0.06 0.13
H -2.142 3.422 3.409 0.02 -0.06 -0.01 0.12
H -2.130 4.955 0.756 0.01 0.04 0.04 0.08
H -2.529 5.691 2.310 -0.05 -0.01 -0.03 0.10
H -3.553 4.403 1.666 0.02 0.01 -0.02 0.08
C -5.648 0.436 -0.707 0.12 -0.16 0.09 0.00
C -4.611 0.992 -1.675 -0.40 0.41 -0.15 -0.56
C -5.135 0.930 -3.125 0.09 -0.10 0.09 0.00
C -4.208 2.429 -1.316 0.19 -0.13 0.07 -0.01
N -3.445 0.102 -1.593 0.04 0.02 0.31 0.08
N -2.239 0.448 -2.044 -0.56 0.18 -0.45 0.12
H -6.553 1.037 -0.752 0.02 0.02 -0.03 0.11
H -5.278 0.446 0.322 -0.06 0.03 -0.11 0.07
H -5.918 -0.588 -0.975 0.00 0.04 0.03 0.11
H -6.052 1.516 -3.191 0.04 0.02 0.02 0.11
H -5.366 -0.096 -3.412 -0.01 0.04 -0.01 0.10
H -4.415 1.349 -3.831 -0.01 -0.02 0.01 0.09
H -5.111 3.026 -1.199 0.00 -0.02 -0.02 0.11
H -3.622 2.907 -2.108 -0.03 0.01 0.04 0.09
H -3.644 2.460 -0.379 -0.07 0.03 -0.02 0.08
H -3.449 -0.707 -0.965 0.04 -0.21 -0.13 0.13
H -2.265 1.367 -2.474 0.03 0.03 -0.10 0.12
H -1.826 -0.248 -2.660 0.21 -0.13 0.23 0.12